(1)
Formula: C4H6N2
Source: the OMol25 dataset
Level of theory: ωB97M-V/def2-TZVPD

Cartesian coordinates (Å):
N (3.1819, -0.1024, -0.1915)
C (2.0290, -0.1099, -0.1171)
C (0.6513, -0.2476, 0.3538)
C (-0.3576, 0.9204, 0.3049)
C (-1.3516, -0.1210, -0.2566)
N (-0.2897, -1.1546, -0.3332)
H (0.8142, -0.5821, 1.3830)
H (-0.5789, 1.3381, 1.2902)
H (-0.1217, 1.7321, -0.3898)
H (-1.8197, 0.1374, -1.2106)
H (-2.1351, -0.4167, 0.4485)
H (-0.0220, -1.3937, -1.2816)

Cartesian forces (eV/Å) of the 3 atoms listed first:
-0.78 0.16 -0.42
0.85 -0.14 0.26
0.16 0.01 0.29

Values from the calculation:
HOMO level, eV: -9.6
DFT total energy, hartree: -265.47083
HOMO-LUMO gap, eV: 10.36
Structure (SMILES): N#C[C@H]1CCN1

(2)
Formula: C4H6N2
Source: the OMol25 dataset
Level of theory: ωB97M-V/def2-TZVPD

Cartesian coordinates (Å):
C (0.1696, -0.2418, 1.7455)
C (-0.0587, -0.0203, 0.2717)
C (-0.5219, 1.0035, -0.5406)
C (-0.1923, 0.6194, -1.8475)
N (0.3486, -0.5845, -1.8964)
N (0.4188, -0.9409, -0.6060)
H (-0.7271, -0.5432, 2.2935)
H (0.9246, -1.0275, 1.8824)
H (0.5741, 0.6541, 2.2294)
H (-1.2931, 1.7298, -0.4292)
H (-0.3128, 1.2396, -2.7265)
H (0.6699, -1.8881, -0.3763)

Cartesian forces (eV/Å) of the 3 atoms listed first:
-0.13 0.02 0.00
-0.01 -0.16 -0.21
-0.23 -0.40 -0.15

Values from the calculation:
HOMO level, eV: -9.0
DFT total energy, hartree: -265.50304
HOMO-LUMO gap, eV: 9.99
Structure (SMILES): Cc1ccn[nH]1

(3)
Formula: C4H6N2
Source: the OMol25 dataset
Level of theory: ωB97M-V/def2-TZVPD

Cartesian coordinates (Å):
C (-1.1859, 0.8325, -0.0918)
C (-0.5647, -0.4867, 0.3116)
N (0.1288, -1.4526, -0.5300)
C (0.9095, -0.6778, 0.4344)
C (1.7632, 0.3865, -0.0576)
N (2.4358, 1.2452, -0.4461)
H (-0.7304, 1.2861, -0.9769)
H (-2.2589, 0.7110, -0.2724)
H (-1.0733, 1.5377, 0.7409)
H (-1.1284, -0.9972, 1.0891)
H (0.3781, -1.1415, -1.4617)
H (1.3263, -1.2434, 1.2604)

Cartesian forces (eV/Å) of the 3 atoms listed first:
0.04 -0.04 -0.08
-0.11 0.07 0.23
0.14 -0.03 -0.15

Values from the calculation:
HOMO level, eV: -10.1
DFT total energy, hartree: -265.47717
HOMO-LUMO gap, eV: 11.09
Structure (SMILES): C[C@H]1N[C@H]1C#N

(4)
Formula: C4H6N2
Source: the OMol25 dataset
Level of theory: ωB97M-V/def2-TZVPD

Cartesian coordinates (Å):
C (-1.1857, 0.5713, -0.1451)
C (0.0559, -0.0965, -0.0146)
C (-1.4045, -0.0248, 1.2721)
C (2.4510, -0.7051, -1.0415)
N (-0.0589, -0.6016, 1.1945)
N (-1.7998, 1.3923, -0.8518)
H (-1.4472, 0.7923, 1.9510)
H (-2.1174, -0.7859, 1.1307)
H (2.2043, -0.7702, -2.0970)
H (2.7441, -1.5798, -0.3730)
H (3.1767, 0.1365, -0.6999)
H (-2.6186, 1.6716, -0.3255)

Cartesian forces (eV/Å) of the 3 atoms listed first:
-1.68 0.99 0.88
5.43 -3.17 1.06
0.26 0.81 -1.64

Values from the calculation:
HOMO level, eV: -8.4
DFT total energy, hartree: -265.27707
HOMO-LUMO gap, eV: 7.78

(5)
Formula: C4H6N2
Source: the OMol25 dataset
Level of theory: ωB97M-V/def2-TZVPD

Cartesian coordinates (Å):
C (2.2297, -0.7465, -0.8358)
C (0.0647, 0.2390, -0.3852)
C (1.2655, 0.8729, 0.4126)
C (-2.2796, -0.4063, 0.0342)
N (2.3492, 0.0085, 0.1577)
N (-0.9772, 0.0491, 0.2004)
H (3.0568, -1.3436, -1.0191)
H (1.3017, 2.0268, 0.1753)
H (0.9795, 0.7949, 1.4705)
H (-2.5327, -0.6435, -1.0604)
H (-2.8833, 0.4469, 0.3682)
H (-2.5744, -1.2981, 0.4817)

Cartesian forces (eV/Å) of the 3 atoms listed first:
-1.16 1.89 1.95
0.15 0.03 1.01
-1.12 1.69 0.44

Values from the calculation:
HOMO level (spin up / spin down), eV: -7.7 / -8.2
DFT total energy, hartree: -265.32797
HOMO-LUMO gap (spin up / spin down), eV: 7.51 / 8.09

(6)
Formula: C4H6N2
Source: the OMol25 dataset
Level of theory: ωB97M-V/def2-TZVPD

Cartesian coordinates (Å):
C (-0.1239, 0.9212, -0.5423)
C (0.5418, -0.9241, -1.8363)
N (0.2655, -0.4513, -0.6781)
N (0.7459, 1.8221, -0.3205)
H (1.6557, 1.4087, -0.1094)
H (-1.1681, 1.1288, -0.7781)
H (0.8201, -1.9706, -1.9612)
H (0.5045, -0.2799, -2.7181)
C (-0.6748, -0.4161, 1.7313)
C (-1.0837, -0.2514, 2.8605)
H (-1.5248, 0.0123, 3.7942)
H (0.0418, -0.9996, 0.5580)

Cartesian forces (eV/Å) of the 3 atoms listed first:
1.47 0.99 -0.64
-0.31 0.73 0.88
0.65 -1.48 -1.82

Values from the calculation:
HOMO level, eV: -9.0
DFT total energy, hartree: -265.32357
HOMO-LUMO gap, eV: 8.74

(7)
Formula: C4H6N2
Source: the OMol25 dataset
Level of theory: ωB97M-V/def2-TZVPD

Cartesian coordinates (Å):
C (-0.3539, 1.3287, 0.0192)
C (-1.3059, 1.9452, 0.6540)
C (0.2419, 0.0555, -0.4537)
C (0.5537, -1.3078, -0.0663)
N (0.7482, 0.6902, -1.6473)
N (0.9922, 1.2439, -0.3182)
H (-1.2406, 2.8474, 1.0646)
H (-2.1614, 1.3613, 0.6626)
H (-0.3253, -1.9037, -0.2181)
H (0.7924, -1.2914, 1.0365)
H (1.2278, -1.6554, -0.9239)
H (1.6422, 0.2500, -2.0749)

Cartesian forces (eV/Å) of the 3 atoms listed first:
7.99 -7.13 -5.42
-5.85 1.73 3.37
-2.59 0.67 -0.48

Values from the calculation:
HOMO level (spin up / spin down), eV: -4.9 / -9.3
DFT total energy, hartree: -265.16281
HOMO-LUMO gap (spin up / spin down), eV: 5.91 / 6.96
<S²>: 2.01
2S+1: 3

(8)
Formula: C4H6N2O
Source: the OMol25 dataset
Level of theory: ωB97M-V/def2-TZVPD

Cartesian coordinates (Å):
C (-0.1491, -1.0580, -0.9549)
N (-1.2071, -0.3774, -1.1269)
O (-1.1958, 0.9269, -0.5911)
C (-0.4019, 1.2736, 0.4991)
C (0.9441, 0.5678, 0.5928)
N (0.7498, -0.6834, 1.3744)
C (1.0234, -0.8679, -0.0306)
H (-0.1046, -1.9245, -1.6918)
H (-0.2769, 2.3696, 0.4743)
H (-0.9563, 0.9166, 1.4252)
H (1.9113, 1.2172, 0.5470)
H (1.6904, -0.8500, 1.8614)
H (2.0056, -1.2117, -0.2574)

Cartesian forces (eV/Å) of the 3 atoms listed first:
0.71 -2.64 -0.82
1.18 1.36 0.06
-1.14 -0.12 -0.95

Values from the calculation:
HOMO level, eV: -9.3
DFT total energy, hartree: -340.62273
HOMO-LUMO gap, eV: 10.01
Structure (SMILES): C1=NOC[C@H]2N[C@@H]12

(9)
Formula: C4H6N2O
Source: the OMol25 dataset
Level of theory: ωB97M-V/def2-TZVPD

Cartesian coordinates (Å):
N (0.1113, -0.7233, 1.2818)
C (0.2132, 0.8226, -0.1039)
C (-0.0366, -0.6116, -0.2191)
N (0.3384, 1.7863, -1.0587)
C (0.3880, 0.7366, 1.2319)
C (-0.4318, -1.5157, -1.0913)
O (-0.9283, -1.1226, 1.9566)
H (0.9621, -1.2727, 1.5286)
H (0.2373, 2.7416, -0.7518)
H (-0.0965, 1.5788, -1.9443)
H (0.4662, 1.3842, 2.0746)
H (-0.6377, -1.2672, -2.1185)
H (-0.5856, -2.5371, -0.7859)

Cartesian forces (eV/Å) of the 3 atoms listed first:
1.07 -0.08 -0.20
0.49 0.06 0.45
-0.16 -0.01 -0.41

Values from the calculation:
HOMO level, eV: -8.1
DFT total energy, hartree: -340.60533
HOMO-LUMO gap, eV: 8.83

(10)
Formula: C4H6N2O
Source: the OMol25 dataset
Level of theory: ωB97M-V/def2-TZVPD

Cartesian coordinates (Å):
N (1.8054, 0.8273, 0.0963)
C (0.4694, 0.4121, 0.1190)
C (-0.1642, -0.9072, 0.2233)
O (0.6578, -2.0220, 0.1272)
C (-1.5589, -0.8350, -0.3566)
C (-1.7194, 0.5152, -0.4325)
N (-0.5146, 1.2395, -0.1222)
H (2.0941, 0.6362, -0.8641)
H (2.3997, 0.2458, 0.6808)
H (0.0490, -2.7563, -0.0414)
H (-0.4821, -0.7163, 1.2859)
H (-2.5792, 1.1219, -0.6906)
H (-0.4138, 2.2433, -0.0150)

Cartesian forces (eV/Å) of the 3 atoms listed first:
-0.02 -0.14 0.03
-0.27 0.15 -0.32
0.08 0.18 0.29

Values from the calculation:
HOMO level, eV: -7.7
DFT total energy, hartree: -340.63634
HOMO-LUMO gap, eV: 8.24

(11)
Formula: C4H6N2O
Source: the OMol25 dataset
Level of theory: ωB97M-V/def2-TZVPD

Cartesian coordinates (Å):
O (2.8771, 0.2745, -0.1452)
N (2.0864, -0.5219, 0.2141)
N (0.8148, -0.2540, -0.1300)
C (0.2950, 1.1278, -0.0445)
C (-1.2189, 0.8774, 0.0672)
C (-1.4604, -0.4508, -0.1222)
C (-0.1505, -1.2996, -0.0392)
H (0.6945, 1.7002, -0.8172)
H (0.7061, 1.5057, 0.8930)
H (-1.9511, 1.7379, 0.1335)
H (-2.5101, -0.8585, -0.0720)
H (-0.0144, -1.9688, -0.8323)
H (-0.1685, -1.8699, 0.8948)

Cartesian forces (eV/Å) of the 3 atoms listed first:
1.49 2.18 0.03
-1.60 -2.47 -0.34
0.82 0.73 0.44

Values from the calculation:
HOMO level, eV: -9.0
DFT total energy, hartree: -340.64459
HOMO-LUMO gap, eV: 9.88
Structure (SMILES): O=NN1CC=CC1

(12)
Formula: C4H6N2O
Source: the OMol25 dataset
Level of theory: ωB97M-V/def2-TZVPD

Cartesian coordinates (Å):
O (1.4354, 2.0791, 0.7316)
C (0.7957, 1.1640, 0.2854)
N (1.3619, -0.0417, -0.4153)
C (0.4156, -1.1025, -0.0513)
C (-0.7087, -0.2746, -0.6037)
C (-1.7510, 0.2483, 0.3554)
N (-0.5641, 1.0399, 0.0207)
H (2.3403, -0.2667, -0.5463)
H (0.4815, -1.2999, 1.0237)
H (0.4977, -2.0248, -0.6336)
H (0.2399, -0.0240, -1.5342)
H (-2.7182, 0.5713, -0.0379)
H (-1.8261, -0.0687, 1.4054)

Cartesian forces (eV/Å) of the 3 atoms listed first:
-0.35 -0.55 -0.11
0.72 -0.32 -0.33
0.43 0.36 0.66

Values from the calculation:
HOMO level, eV: -9.1
DFT total energy, hartree: -340.59878
HOMO-LUMO gap, eV: 10.00

(13)
Formula: C4H6N2O
Source: the OMol25 dataset
Level of theory: ωB97M-V/def2-TZVPD

Cartesian coordinates (Å):
H (-1.8277, 1.7793, 1.2714)
N (-1.7166, 0.7743, 1.1134)
C (-0.5394, 0.5240, 0.7073)
C (0.6393, 1.3560, 0.4289)
C (1.6071, 0.5354, -0.0139)
N (1.1924, -0.7941, -0.0586)
C (-0.1172, -0.9149, 0.3830)
O (-0.7529, -1.9364, 0.4719)
H (0.7138, 2.4273, 0.5565)
H (2.6161, 0.7866, -0.3185)
H (1.7477, -1.5789, -0.3577)
H (-1.8299, -1.2793, -2.4017)
H (-1.7328, -1.6792, -1.7820)

Cartesian forces (eV/Å) of the 3 atoms listed first:
-0.02 -0.09 0.00
0.40 0.08 -0.11
-0.30 0.05 0.11

Values from the calculation:
HOMO level, eV: -9.1
DFT total energy, hartree: -340.72012
HOMO-LUMO gap, eV: 8.83
Structure (SMILES): [H]/N=C1\C=CNC1=O.[H][H]

(14)
Formula: C4H6N2O
Source: the OMol25 dataset
Level of theory: ωB97M-V/def2-TZVPD

Cartesian coordinates (Å):
C (1.7494, 1.0260, -1.2276)
C (0.6322, 0.2748, -0.5731)
N (-0.1156, -0.5307, -1.2879)
O (-1.0631, -1.0629, -0.5019)
C (-0.8081, -0.5915, 0.8289)
N (-1.9013, -0.6697, 1.7051)
C (0.2433, 0.3891, 0.8298)
H (1.6001, 1.0800, -2.3091)
H (1.8031, 2.0372, -0.8161)
H (2.7115, 0.5401, -1.0327)
H (-2.4981, -1.4611, 1.4964)
H (-2.4440, 0.1843, 1.6950)
H (0.0905, -1.2155, 1.1933)

Cartesian forces (eV/Å) of the 3 atoms listed first:
0.03 0.03 -0.04
0.03 -0.02 -0.12
0.25 0.26 0.20

Values from the calculation:
HOMO level, eV: -9.3
DFT total energy, hartree: -340.60418
HOMO-LUMO gap, eV: 8.88

(15)
Formula: C4H6N2O
Source: the OMol25 dataset
Level of theory: ωB97M-V/def2-TZVPD

Cartesian coordinates (Å):
C (-0.4330, -0.2644, -1.4369)
C (-0.4337, -0.1462, -0.1538)
N (0.7282, -0.3820, 0.4823)
C (0.9939, -1.1539, 1.4163)
H (-1.2740, 0.0112, -2.1655)
H (0.4536, -0.6101, -2.0567)
H (-1.1147, 0.3378, 0.4561)
H (1.9435, -0.9934, 1.8676)
H (0.4779, -2.0717, 1.7155)
N (0.0372, 2.5346, 0.8793)
C (-1.0241, 3.0381, 0.8244)
O (-2.0352, 3.5886, 0.7750)
H (0.9948, 2.3601, 0.7867)

Cartesian forces (eV/Å) of the 3 atoms listed first:
-1.10 -0.14 -5.75
0.65 -0.61 -0.32
1.59 1.06 1.52

Values from the calculation:
HOMO level, eV: -8.7
DFT total energy, hartree: -340.68128
HOMO-LUMO gap, eV: 9.30
Structure (SMILES): C=CN=C.N=C=O

(16)
Formula: C4H6N2O
Source: the OMol25 dataset
Level of theory: ωB97M-V/def2-TZVPD

Cartesian coordinates (Å):
C (0.8135, -0.8933, -2.1622)
C (0.1135, 0.0719, -1.1613)
C (-0.2193, -0.2522, 0.1261)
N (-0.9582, 0.4514, 1.1733)
N (-0.6893, 1.7259, 1.9358)
C (-0.9991, 0.5295, 2.5439)
O (-1.1132, -0.0582, 3.5675)
H (-0.0015, -1.5340, -2.3757)
H (1.6768, -1.4388, -1.5717)
H (1.1282, -0.4717, -3.1003)
H (0.0488, 1.0758, -1.4922)
H (0.0368, -1.2877, 0.3548)
H (0.1629, 2.0815, 2.1620)

Cartesian forces (eV/Å) of the 3 atoms listed first:
0.68 -0.19 3.33
0.63 0.16 1.73
0.45 -0.40 -0.81

Values from the calculation:
HOMO level, eV: -8.9
DFT total energy, hartree: -340.62031
HOMO-LUMO gap, eV: 9.53
Structure (SMILES): C/C=C/N1NC1=O

(17)
Formula: C4H6N2O
Source: the OMol25 dataset
Level of theory: ωB97M-V/def2-TZVPD

Cartesian coordinates (Å):
C (0.8030, -1.6849, -0.7059)
C (0.5336, -0.3685, 0.0016)
C (-0.5705, 0.3991, -0.4232)
C (-0.7948, 1.5252, 0.3378)
O (-1.8812, 2.3842, 0.2378)
N (-0.0773, 1.9891, 1.3200)
N (1.2124, 0.1128, 1.0029)
H (1.6351, -2.2608, -0.2895)
H (1.0078, -1.4988, -1.7666)
H (-0.0985, -2.3073, -0.6631)
H (-1.2192, 0.1312, -1.2370)
H (-2.5405, 2.0717, 0.8782)
H (1.9900, -0.4929, 1.3069)

Cartesian forces (eV/Å) of the 3 atoms listed first:
0.03 0.03 0.03
-0.03 0.12 0.06
-0.27 0.12 -0.13

Values from the calculation:
HOMO level (spin up / spin down), eV: -8.3 / -8.3
DFT total energy, hartree: -340.61758
HOMO-LUMO gap (spin up / spin down), eV: 6.95 / 7.07

(18)
Formula: C4H6N2O
Source: the OMol25 dataset
Level of theory: ωB97M-V/def2-TZVPD

Cartesian coordinates (Å):
C (0.0238, 0.1214, 2.0124)
C (-0.6945, -0.1679, 0.7121)
N (-1.2967, 0.7721, 0.0289)
C (-0.8526, 0.6619, -1.2664)
C (0.0963, -0.3244, -1.3394)
O (1.1089, -0.6290, -2.1874)
N (0.0917, -0.9416, -0.1281)
H (-0.0533, 1.1969, 2.1607)
H (1.0660, -0.0843, 1.7691)
H (-0.2338, -0.3854, 2.9408)
H (-1.1541, 1.3933, -1.9997)
H (1.1795, 0.0678, -2.8564)
H (0.7189, -1.6809, 0.1533)

Cartesian forces (eV/Å) of the 3 atoms listed first:
-0.43 0.08 0.42
0.96 0.09 0.12
0.14 -0.18 0.16

Values from the calculation:
HOMO level, eV: -7.9
DFT total energy, hartree: -340.73242
HOMO-LUMO gap, eV: 8.56
Structure (SMILES): Cc1ncc(O)[nH]1

(19)
Formula: C4H6N2O
Source: the OMol25 dataset
Level of theory: ωB97M-V/def2-TZVPD

Cartesian coordinates (Å):
C (2.1644, -0.1922, 0.1387)
C (0.6837, -0.1343, -0.0323)
N (0.1274, -0.7727, -1.0225)
C (-1.2012, -0.4468, -0.9947)
C (-1.4702, 0.3537, 0.0756)
O (-2.6577, 0.7613, 0.6060)
N (-0.2344, 0.5729, 0.7027)
H (2.5427, -0.2994, -0.8800)
H (2.4687, -1.0829, 0.6980)
H (2.6150, 0.6922, 0.5952)
H (-1.8302, -0.7522, -1.8190)
H (-3.2480, -0.0081, 0.5883)
H (0.0398, 1.3086, 1.3441)

Cartesian forces (eV/Å) of the 3 atoms listed first:
0.10 0.03 0.02
0.16 -0.08 -0.33
0.17 0.29 -0.12

Values from the calculation:
HOMO level, eV: -8.2
DFT total energy, hartree: -340.76374
HOMO-LUMO gap, eV: 8.89
Structure (SMILES): Cc1ncc(O)[nH]1